Below is a molecular structure, C20H28F4IN4OReSSi, with properties calculated with ωB97M-V with the def2-TZVPD basis set.

Properties
Spin multiplicity ... 2
Molecular weight ... 789.7 g/mol
LUMO energy (alpha / beta) ... -4.6 / -3.9 eV
⟨S²⟩ ... 1.134
Total charge ... +1
HOMO-LUMO gap (alpha / beta) ... 6.3575 / 6.7809 eV
Relative energy (zero: lowest compared OMol25 entry of this formula, charge and spin) ... 0.285 eV
Max |F| ... 2.20 eV/A
Electronic energy ... -69010.0449 eV

Atoms and positions in Å:
Re (0.127365, 0.424080, -0.360506)
I (-0.944598, 5.192678, 3.136520)
S (3.255868, 0.375372, 0.351335)
Si (2.641636, -2.282896, -0.409126)
F (0.248921, 4.863343, -4.408428)
F (-1.883469, 3.950065, -2.981243)
F (0.031430, -0.655054, -1.941966)
F (3.161257, 1.832161, -2.271870)
O (2.864978, 1.685584, 0.811356)
N (2.083993, -0.547671, -0.015736)
N (-2.316932, -0.689986, -0.153764)
N (-1.217833, 1.703026, -1.003498)
N (0.127852, 1.347454, 1.583574)
C (0.444211, 3.891296, -3.512232)
C (2.093396, -3.238550, 1.093120)
C (0.086820, 2.501553, 4.110395)
C (-0.649017, 3.439114, -2.777439)
C (-3.065640, 0.215254, -1.041206)
C (0.883561, 1.898714, -1.623502)
C (-2.411858, -2.017115, -0.799049)
C (-1.693517, -3.138441, -0.080339)
C (1.719611, 3.364898, -3.340418)
C (-0.265478, 2.619149, 1.749252)
C (-0.304909, 3.225035, 2.990982)
C (-0.403838, 2.437531, -1.847106)
C (-2.982779, -0.660664, 1.165676)
C (1.929022, -2.890933, -2.001893)
C (0.542554, 0.663500, 2.661007)
C (0.524009, 1.200164, 3.932990)
C (4.499669, -2.264974, -0.521699)
C (1.912383, 2.355466, -2.405459)
C (-2.647259, 1.658824, -0.842295)
C (-2.182048, -1.237051, 2.325985)
H (-2.881059, -0.077558, -2.075469)
H (-1.574796, -3.978524, -0.762969)
H (-1.988170, -1.904907, -1.795178)
H (-1.113269, -1.061981, 2.173522)
H (2.470737, -2.774002, 2.004356)
H (-3.472904, -2.276176, -0.914044)
H (2.499787, -4.246723, 1.048862)
H (0.855304, -3.029448, -1.966504)
H (-3.171814, 2.327541, -1.527546)
H (2.537132, 3.746981, -3.931865)
H (-2.474310, -0.758142, 3.257834)
H (4.985270, -2.091388, 0.437353)
H (-4.144131, 0.127323, -0.860714)
H (0.061988, 2.947913, 5.093141)
H (-0.702348, -2.818359, 0.232826)
H (-0.541282, 3.160639, 0.855363)
H (-2.233909, -3.503746, 0.787347)
H (4.874062, -1.531853, -1.234664)
H (-3.950469, -1.172463, 1.087963)
H (1.015022, -3.327715, 1.173589)
H (2.399825, -3.849848, -2.221215)
H (-2.886199, 1.967359, 0.184270)
H (2.149604, -2.204777, -2.818284)
H (-3.206410, 0.386854, 1.378402)
H (0.865177, 0.606355, 4.767544)
H (0.919410, -0.335932, 2.477885)
H (-2.320392, -2.304801, 2.449763)
H (4.818784, -3.243548, -0.874991)

Force components x, y, z for each atom (eV/Å):
Re -1.2 0.7 -1.7
I 0.0 0.0 0.0
S 0.1 -0.1 0.1
Si -0.1 -0.1 0.1
F 0.0 -0.2 0.2
F 0.5 -0.2 0.1
F -0.1 -0.1 0.4
F -0.4 0.2 0.0
O 0.0 0.0 0.0
N 0.1 0.2 0.0
N 0.2 -0.2 0.0
N 0.4 -1.0 0.6
N 0.2 0.0 0.1
C 0.0 0.0 0.0
C 0.1 0.1 -0.1
C 0.0 0.0 -0.1
C -0.2 0.1 0.0
C -0.2 0.3 -0.2
C 0.1 -0.2 0.3
C 0.1 -0.3 0.1
C 0.0 -0.1 -0.1
C -0.1 0.0 0.0
C -0.1 0.1 0.0
C 0.0 0.0 0.0
C 0.2 0.4 -0.2
C 0.0 0.0 0.2
C 0.0 0.2 0.1
C 0.1 0.0 0.1
C 0.0 0.0 -0.1
C -0.1 0.1 0.1
C 0.2 0.0 0.0
C -0.1 0.3 0.1
C 0.2 0.0 -0.1
H 0.1 0.1 0.0
H 0.0 0.0 0.0
H 0.0 0.0 0.0
H -0.2 -0.1 0.0
H 0.0 0.0 0.1
H 0.0 0.0 0.0
H 0.1 -0.1 0.0
H -0.2 0.0 0.0
H 0.1 -0.1 0.0
H 0.1 0.0 0.0
H 0.0 0.1 0.1
H 0.0 0.0 0.1
H 0.0 -0.1 0.0
H 0.0 0.0 0.1
H 0.1 0.0 0.0
H 0.0 0.0 0.0
H 0.0 0.0 0.0
H 0.0 0.0 -0.1
H 0.0 0.0 0.0
H -0.1 0.0 0.0
H 0.0 -0.1 0.0
H 0.0 0.2 -0.2
H 0.0 0.0 -0.1
H 0.0 -0.1 0.1
H 0.0 0.0 0.0
H -0.1 0.1 0.0
H 0.0 -0.1 0.0
H 0.0 -0.2 0.0

Atom charges from the Mulliken analysis, given in e for atoms 1 to 8: 1.48, 0.14, 0.27, 0.12, -0.30, -0.29, -0.69, -0.30

---

Below is a molecular structure, C20H28FN4O5Pd, with properties calculated with ωB97M-V with the def2-TZVPD basis set.

Properties
Spin multiplicity ... 3
Molecular weight ... 529.9 g/mol
LUMO energy (alpha / beta) ... -3.3 / -3.3 eV
⟨S²⟩ ... 2.005
Total charge ... +1
HOMO-LUMO gap (alpha / beta) ... 5.2858 / 6.9890 eV
Relative energy (zero: lowest compared OMol25 entry of this formula, charge and spin) ... 0.000 eV
Max |F| ... 0.45 eV/A
Electronic energy ... -43581.8319 eV

Atoms and positions in Å:
Pd (-0.159995, 0.146183, -0.358863)
F (2.399804, -0.673542, -6.363000)
O (-0.653706, 0.582984, -2.821454)
O (0.430087, -1.605655, 0.720623)
O (-0.002265, 1.163793, 1.686685)
O (1.882467, 0.012253, -1.411984)
O (1.987362, -2.908417, 1.647475)
N (4.091307, -2.940440, -6.665285)
N (4.538093, -4.772286, -8.292926)
N (3.998509, -3.374739, -1.843046)
N (-0.854966, 0.711393, 3.708508)
C (3.655158, -2.447714, -5.403041)
C (5.821592, -4.306503, -7.657519)
C (3.843656, -3.626731, -8.972568)
C (6.460639, -3.660983, -2.053817)
C (1.565112, -2.191609, 0.749752)
C (4.070611, -3.100534, -4.256328)
C (3.319002, -2.680210, -7.874563)
C (3.645889, -2.688057, -2.989364)
C (2.800399, -1.350575, -5.259946)
C (-2.181570, 0.372319, 0.247911)
C (-2.007840, 0.676421, -3.279508)
C (3.288168, -3.142537, -0.699898)
C (2.365972, -0.930584, -4.034452)
C (2.783683, -1.586609, -2.882145)
C (5.519147, -2.973799, -6.949774)
C (2.414165, -2.124650, -0.521524)
C (5.111655, -4.326824, -1.821018)
C (2.306530, -1.136510, -1.563092)
C (-0.914515, 0.683371, 2.367305)
C (-2.132619, 0.056944, 1.732790)
H (-2.044945, 0.890009, -4.348014)
H (4.702380, -5.550177, -8.929236)
H (6.490768, -3.131079, -3.006913)
H (4.704865, -3.972268, -4.358849)
H (-2.561110, 1.440414, -2.732905)
H (1.693045, -0.084934, -3.950807)
H (-2.899208, -0.250232, -0.280184)
H (-0.005961, 1.018851, 4.151482)
H (3.928039, -5.086367, -7.535304)
H (-1.553484, 0.251750, 4.263604)
H (5.099929, -4.785414, -0.835880)
H (-3.025029, 0.387543, 2.276361)
H (2.268796, -2.878103, -7.669414)
H (4.931910, -5.125704, -2.544512)
H (5.813332, -2.131504, -7.586998)
H (6.567056, -4.201738, -8.442745)
H (6.666667, -2.938933, -1.263440)
H (7.252646, -4.410631, -2.049694)
H (4.583102, -3.149891, -9.612008)
H (3.444666, -3.834839, 0.119152)
H (-2.466764, -0.289116, -3.090231)
H (-0.222613, 1.439022, -2.923424)
H (3.400627, -1.654477, -8.238131)
H (6.092433, -2.902572, -6.030728)
H (3.043402, -4.014198, -9.596819)
H (-2.038772, -1.021401, 1.886071)
H (-2.400296, 1.427351, 0.068623)
H (6.138033, -5.082416, -6.964044)

Force components x, y, z for each atom (eV/Å):
Pd -0.3 0.1 0.3
F 0.0 0.0 0.0
O 0.0 0.0 -0.2
O 0.1 0.0 0.0
O 0.1 -0.1 -0.1
O -0.4 0.2 -0.2
O 0.0 0.1 0.0
N 0.1 0.0 0.0
N 0.0 0.1 0.0
N -0.1 0.0 0.1
N 0.0 0.0 0.0
C 0.0 0.0 0.0
C 0.0 0.1 0.0
C 0.0 0.0 0.0
C 0.0 0.0 0.0
C -0.1 -0.1 0.0
C 0.1 -0.1 -0.1
C 0.1 -0.1 0.1
C 0.0 0.0 0.1
C 0.0 0.0 0.0
C 0.3 0.0 0.0
C 0.1 0.0 0.1
C 0.2 0.0 -0.2
C -0.1 0.2 0.0
C 0.1 -0.1 0.1
C -0.1 0.0 -0.1
C -0.2 -0.1 -0.1
C -0.1 0.0 -0.1
C 0.2 -0.2 0.2
C 0.0 0.0 0.1
C 0.0 0.0 0.0
H 0.0 0.0 0.0
H 0.0 0.0 0.0
H 0.0 0.0 0.0
H 0.0 0.0 0.0
H 0.0 0.0 0.0
H 0.1 -0.1 0.0
H 0.0 -0.1 0.0
H 0.0 0.0 0.0
H 0.0 -0.1 0.0
H 0.0 0.0 0.0
H 0.0 -0.1 0.0
H 0.0 0.0 0.1
H 0.0 0.0 0.0
H 0.0 0.0 0.0
H 0.0 0.0 0.0
H 0.0 0.0 0.0
H 0.0 0.0 0.0
H 0.0 0.0 0.0
H 0.0 0.0 0.0
H 0.0 0.1 0.0
H 0.0 0.0 0.0
H 0.0 0.0 0.0
H 0.0 0.0 0.0
H 0.0 0.0 0.0
H 0.0 0.0 0.0
H 0.0 0.0 0.0
H -0.1 0.0 0.0
H 0.0 0.0 0.0

Atom charges from the Mulliken analysis, given in e for atoms 1 to 8: 0.50, -0.34, -0.25, -0.58, -0.66, -0.87, -0.71, 0.27

---

Below is a molecular structure, C20H28MoNO3, with properties calculated with ωB97M-V with the def2-TZVPD basis set.

Properties
Spin multiplicity ... 3
Molecular weight ... 426.4 g/mol
LUMO energy (alpha / beta) ... -4.6 / -5.1 eV
⟨S²⟩ ... 2.040
Total charge ... +1
HOMO-LUMO gap (alpha / beta) ... 6.9703 / 6.4678 eV
Relative energy (zero: lowest compared OMol25 entry of this formula, charge and spin) ... 0.012 eV
Max |F| ... 5.50 eV/A
Electronic energy ... -30672.6601 eV

Atoms and positions in Å:
Mo (0.090328, -0.594717, 0.710186)
O (2.996672, -1.706351, 3.718795)
O (-2.897266, 4.688377, -3.836430)
O (-1.347812, 2.348419, -3.071884)
N (1.309382, -1.052892, 2.125010)
C (-2.256475, 1.350009, -3.590060)
C (-3.452065, 1.992589, -2.807159)
C (-0.974714, -0.435682, 2.653690)
C (2.157103, -1.394440, 2.931190)
C (-1.532457, -1.610795, 2.049761)
C (1.233069, 0.353165, -1.328479)
C (-4.181413, 6.256567, -5.197997)
C (-2.076418, 0.202454, 0.732464)
C (-3.532108, 7.040293, -4.025524)
C (-2.137524, -0.046717, -3.025878)
C (-2.347419, 2.770046, -2.051967)
C (-2.173492, -1.225191, 0.841731)
C (-3.858943, 4.778367, -4.895660)
C (2.542300, -1.232406, -0.248582)
C (1.509300, -1.938138, -0.961860)
C (2.363848, 0.172561, -0.460581)
C (-2.214893, 1.313883, -5.096794)
C (-2.691214, 6.005274, -3.271107)
C (-1.282154, 0.695607, 1.822997)
C (0.743987, -0.960807, -1.669926)
H (-1.210244, -0.553402, -3.316676)
H (-4.301975, 7.450685, -3.363892)
H (-3.002262, 5.952649, -2.217923)
H (-2.490637, 3.862257, -2.049391)
H (-1.620109, 6.249307, -3.335719)
H (-3.752994, 6.520926, -6.177907)
H (-1.255371, 0.887339, -5.425725)
H (-1.556312, -2.595769, 2.501901)
H (-2.325115, 2.311193, -5.544186)
H (-1.048420, 1.726922, 2.045042)
H (-2.920913, 7.865632, -4.385846)
H (0.892388, 1.287185, -1.764555)
H (0.073930, -1.195723, -2.485047)
H (-3.461511, 4.256721, -5.782661)
H (-0.513464, -0.375986, 3.624027)
H (-3.016236, 0.655512, -5.452597)
H (-2.758723, -1.875932, 0.201326)
H (3.415819, -1.667561, 0.229231)
H (1.406069, -3.024038, -1.049748)
H (-2.046891, 2.369597, -1.060023)
H (-4.077263, 1.327047, -2.197571)
H (-2.229169, -0.070039, -1.916243)
H (-5.266011, 6.410555, -5.249095)
H (-2.934431, -0.674598, -3.457878)
H (3.011231, 0.991507, -0.123350)
H (-4.773808, 4.263680, -4.556704)
H (-2.692302, 0.839434, 0.104597)
H (-4.064613, 2.656660, -3.414718)

Force components x, y, z for each atom (eV/Å):
Mo 3.8 -1.4 -3.7
O -1.7 0.6 -1.6
O -0.3 1.6 -0.9
O -0.4 -0.3 1.3
N 2.6 -1.0 2.6
C -1.2 0.3 0.4
C 0.5 0.4 0.0
C -1.8 0.6 0.2
C 0.0 0.2 0.2
C 0.0 0.7 0.2
C 0.0 -0.8 0.5
C 0.4 -0.2 -0.1
C -0.2 0.0 0.6
C -0.4 -0.3 -0.2
C 0.5 -0.9 0.2
C 0.5 -0.2 -0.7
C -0.1 0.8 0.4
C -0.4 -0.2 0.0
C -0.9 0.3 -0.9
C 0.4 0.8 0.4
C -1.1 0.0 -0.1
C -0.1 0.0 -0.2
C 0.2 -0.2 0.1
C -1.2 -0.6 0.8
C 0.0 0.1 0.7
H -0.3 0.4 -0.1
H 0.1 0.0 -0.2
H 0.2 0.1 -0.1
H 0.3 -0.8 0.3
H -0.3 -0.2 0.1
H -0.1 0.1 0.5
H -0.2 0.1 0.1
H 0.4 0.1 -0.3
H 0.0 -0.3 0.2
H 0.0 -0.1 -0.1
H 0.0 0.0 0.0
H 0.0 -0.2 0.1
H 0.0 0.0 0.6
H -0.2 0.1 0.4
H 0.2 -0.1 -0.2
H 0.1 0.2 -0.1
H 0.3 0.1 -0.1
H -0.5 0.0 0.3
H 0.1 0.6 0.1
H -0.2 0.3 -0.5
H 0.1 0.0 -0.3
H 0.1 0.0 -0.8
H 0.3 0.0 0.0
H 0.1 0.3 0.3
H -0.4 -0.6 0.1
H 0.2 0.0 -0.2
H 0.7 -0.2 -0.4
H 0.0 -0.1 0.2

Atom charges from the Mulliken analysis, given in e for atoms 1 to 8: 1.36, -0.50, -0.20, -0.55, -0.61, 1.88, -0.44, -1.11

---

Below is a molecular structure, C20H28N2O2, with properties calculated with ωB97M-V with the def2-TZVPD basis set.

Properties
Molecular weight ... 328.5 g/mol
LUMO energy ... 0.4 eV
HOMO-LUMO gap ... 8.9832 eV
Relative energy (zero: lowest compared OMol25 entry of this formula, charge and spin) ... 18.044 eV
Max |F| ... 18.01 eV/A
Electronic energy ... -28253.6721 eV

Atoms and positions in Å:
O (-2.865441, -0.205121, -1.036481)
O (0.486242, 2.212916, 3.217308)
N (-1.393443, 1.368750, -0.900720)
N (-0.906031, 1.015508, 1.811243)
C (1.980685, -2.652583, 2.179936)
C (-2.272293, 0.864212, 1.136871)
C (-3.003096, -0.010009, 2.025072)
C (3.233112, -3.337641, 1.881968)
C (0.922587, 1.730045, -3.880309)
C (1.252461, -2.614706, -0.119847)
C (-0.765368, 1.899874, 2.553135)
C (3.215533, -3.637321, 0.605469)
C (0.083359, 2.942214, -3.533398)
C (-0.226230, -1.414199, 1.480748)
C (0.930509, -2.352115, 1.027497)
C (0.540010, 0.937643, -2.708351)
C (-2.621429, 2.431143, 1.370662)
C (2.287955, -3.266513, -0.312533)
C (-1.881338, 2.899144, 2.486624)
C (0.119997, -0.016424, 1.198304)
C (-2.260352, 0.682805, -0.346990)
C (-1.047581, 1.292142, -2.494520)
C (-1.345345, 2.542492, -3.100907)
C (4.558054, -4.471607, 0.336265)
H (-1.604767, 3.322171, -2.445160)
H (-2.488374, 2.485612, 3.622560)
H (5.203386, -4.494801, 1.151367)
H (1.632822, -2.461729, 3.277732)
H (0.392454, -0.265844, -3.090790)
H (0.215819, 3.740848, -4.422674)
H (4.191617, -5.631318, 0.249753)
H (-0.581212, 2.040223, -0.549673)
H (-3.093277, -1.209462, 1.807730)
H (-1.601626, 3.877512, 2.531371)
H (3.607959, -3.758747, 2.747211)
H (2.523952, -3.698324, -1.323522)
H (-2.991410, 0.235305, 3.044408)
H (0.892949, 0.390521, 1.992929)
H (-3.939955, 2.484068, 1.603953)
H (-1.717144, 2.569795, -4.184993)
H (1.819429, 1.764138, -3.817530)
H (0.572003, 3.544666, -2.564443)
H (-1.733940, 0.431313, -2.808721)
H (0.528468, 0.303336, 0.264939)
H (-1.033618, -1.822958, 0.910377)
H (-4.164726, 0.133526, 1.628644)
H (1.062183, 0.797766, -1.712311)
H (-0.572682, -1.664820, 2.752718)
H (0.546162, 1.484578, -4.633883)
H (5.074715, -4.307957, -0.509397)
H (0.610251, -2.232173, -1.026381)
H (-2.373994, 3.102105, 0.626740)

Force components x, y, z for each atom (eV/Å):
O -0.1 1.6 2.4
O -6.0 -1.8 -2.9
N 8.3 6.3 -6.3
N -1.6 -12.4 -11.8
C -1.9 -0.1 -0.7
C 1.2 4.1 1.9
C -6.6 -4.1 -3.1
C -7.7 3.9 3.3
C -5.6 4.3 11.8
C -6.8 3.5 -9.8
C 9.3 12.0 9.7
C 5.6 -2.9 -2.6
C 3.5 6.0 0.6
C -0.2 -3.4 2.6
C -0.3 4.1 15.9
C -4.3 -6.8 0.8
C -7.2 -2.2 0.5
C 9.3 -6.6 -5.3
C -1.5 -4.8 6.8
C 1.6 3.8 6.2
C -3.0 -6.2 0.3
C -1.0 -5.0 3.8
C 2.4 2.2 -4.9
C -5.4 -3.7 0.4
H -1.4 0.8 0.4
H 1.6 1.9 -3.1
H 0.9 0.4 1.5
H 0.7 -0.1 -2.2
H 0.8 2.9 1.3
H -0.9 -1.5 2.0
H 0.9 2.5 0.1
H -3.0 -2.0 0.1
H 1.3 3.0 0.6
H 0.8 2.5 0.4
H 2.1 -0.7 1.0
H -0.2 0.8 0.7
H 0.3 0.2 1.3
H -0.3 -1.5 -1.6
H 4.0 0.1 -1.1
H -1.2 -0.5 2.1
H 11.2 1.5 -0.3
H -0.8 -1.5 -2.4
H 1.2 1.2 0.4
H -0.5 -0.1 -0.8
H -1.1 0.3 -0.3
H 2.4 0.0 1.3
H 0.0 1.0 -1.5
H 1.3 1.1 -4.0
H -5.0 -4.9 -11.6
H 1.6 1.0 -3.1
H 1.0 -1.0 1.7
H 0.0 0.7 -2.5

Atom charges from the Mulliken analysis, given in e for atoms 1 to 8: -0.82, -0.82, -0.45, 0.13, -0.75, 1.50, -1.50, -0.77

---

Among the records above, which one has the highest molecular weight?
C20H28F4IN4OReSSi